## i
{
  "formula": "C5H8NO",
  "method": "ωB97M-V/def2-TZVPD",
  "multiplicity": 1,
  "homo_lumo_gap_ev": 5.0,
  "charge": 1,
  "symbols": ["C", "C", "C", "C", "C", "N", "O", "H", "H", "H", "H", "H", "H", "H", "H"],
  "coordinates": [[2.24657, 1.09699, 0.70213], [0.96453, 0.67616, 0.90985], [-1.13521, -0.51417, 0.11868], [-1.95271, -1.05809, -1.08712], [0.23639, 0.07237, -0.10293], [-3.30632, -1.68158, -0.83477], [-3.76124, -2.35068, -1.68510], [2.82759, 1.55476, 1.48589], [2.73545, 0.97102, -0.25210], [0.51165, 0.80535, 1.88478], [-1.73727, 0.22240, 0.66755], [-0.99322, -1.32913, 0.84614], [-2.21617, -0.21412, -1.74023], [-1.35539, -1.76042, -1.67849], [0.67207, -0.00369, -1.09268]],
  "lowdin_charge": [0.242, -0.096, -0.127, -0.165, 0.098, -0.061, 0.060, 0.107, 0.106, 0.136, 0.148, 0.157, 0.130, 0.122, 0.146]
}


## ii
{
  "formula": "C5H8NO",
  "method": "ωB97M-V/def2-TZVPD",
  "multiplicity": 1,
  "homo_lumo_gap_ev": 4.7,
  "charge": 1,
  "symbols": ["C", "C", "C", "C", "C", "N", "O", "H", "H", "H", "H", "H", "H", "H", "H"],
  "coordinates": [[1.67264, 2.43095, -1.01984], [0.58843, 1.83062, -0.33013], [-0.55513, -0.25603, 0.46860], [-0.84931, -1.80619, 0.31168], [0.58195, 0.47793, -0.14079], [-1.98852, -2.33756, 1.02107], [-1.97593, -3.45253, 1.34699], [1.60300, 3.35516, -1.55126], [2.63243, 2.03054, -0.91789], [-0.28656, 2.27741, -0.03424], [-1.59852, 0.19780, 0.04564], [-0.49063, -0.14442, 1.56959], [-0.86580, -2.13095, -0.71036], [0.06236, -2.51691, 0.43156], [1.46959, 0.04418, -0.49062]],
  "lowdin_charge": [0.307, -0.061, -0.109, -0.209, 0.047, -0.088, 0.074, 0.104, 0.090, 0.103, 0.195, 0.155, 0.114, 0.155, 0.122]
}


It turns out i is the most stable, with the second structure 0.0492 hartree higher.


## i
{
  "formula": "C5H8NO",
  "method": "ωB97M-V/def2-TZVPD",
  "multiplicity": 1,
  "homo_lumo_gap_ev": 9.8,
  "charge": 1,
  "symbols": ["C", "C", "C", "C", "C", "N", "O", "H", "H", "H", "H", "H", "H", "H", "H"],
  "coordinates": [[-1.13246, 2.17781, 0.13041], [-0.05511, 1.56405, 0.44947], [-0.21292, -1.15103, -1.29022], [0.28641, -1.46424, 0.02817], [1.00003, 0.94286, 0.86927], [-0.97843, -1.42650, 0.00625], [1.28367, -1.78961, 0.78920], [-1.24362, 3.20765, 0.25338], [-0.25512, -0.18308, -1.76545], [-0.00888, -1.96499, -2.01560], [1.84457, 1.09569, 0.16893], [1.00189, 0.51548, 1.85953], [-1.92553, 1.89497, -0.41264], [-1.69519, -1.63715, 0.59288], [2.09070, -1.78192, 0.33641]],
  "lowdin_charge": [0.052, -0.176, 0.105, -0.333, -0.026, 0.293, 0.244, 0.068, 0.122, 0.143, 0.107, 0.089, 0.031, 0.145, 0.135]
}


## ii
{
  "formula": "C5H8NO",
  "method": "ωB97M-V/def2-TZVPD",
  "smiles": "CCC#[N+]C(C)=O",
  "multiplicity": 1,
  "homo_lumo_gap_ev": 12.3,
  "charge": 1,
  "symbols": ["C", "C", "C", "C", "C", "N", "O", "H", "H", "H", "H", "H", "H", "H", "H"],
  "coordinates": [[2.85564, 1.13943, 0.27585], [-1.68462, -0.91304, -0.49725], [-0.35686, -0.45856, -0.36642], [2.41761, -0.18057, -0.03373], [-2.69508, -0.32659, 0.49746], [0.70803, -0.03792, -0.33141], [2.91212, -1.21349, -0.17313], [3.74945, 1.21345, 0.92551], [1.90253, 1.81616, 0.58623], [-1.90118, -0.28204, -1.36718], [-1.82935, -1.83835, -0.86659], [3.09208, 1.61177, -0.71016], [-2.69881, -0.74500, 1.54379], [-2.70597, 0.78163, 0.35235], [-3.76558, -0.56688, 0.16469]],
  "lowdin_charge": [0.000, -0.161, 0.004, -0.328, -0.066, 0.283, 0.275, 0.125, 0.160, 0.155, 0.104, 0.133, 0.104, 0.099, 0.113]
}


## iii
{
  "formula": "C5H8NO",
  "method": "ωB97M-V/def2-TZVPD",
  "smiles": "C/[NH+]=C/C=C\\C=O",
  "multiplicity": 1,
  "homo_lumo_gap_ev": 8.9,
  "charge": 1,
  "symbols": ["C", "C", "C", "C", "C", "N", "O", "H", "H", "H", "H", "H", "H", "H", "H"],
  "coordinates": [[0.79633, 1.35642, -0.09517], [-0.47724, 0.84099, 0.11757], [1.97250, 0.68669, -0.05871], [2.05895, -0.72282, 0.25830], [-2.19823, -0.80313, 0.02097], [-0.89797, -0.34617, -0.16242], [1.37665, -1.58565, -0.22716], [0.92752, 2.41989, -0.41841], [-1.29586, 1.63957, 0.46984], [2.91853, 1.34975, 0.03112], [3.01492, -0.99992, 0.67579], [-2.89215, -0.00783, 0.53104], [-2.67107, -1.16118, -1.04878], [-2.23175, -1.66212, 0.61195], [-0.40114, -1.00449, -0.70594]],
  "lowdin_charge": [-0.046, -0.015, 0.024, -0.223, -0.044, 0.023, 0.091, 0.149, 0.210, 0.171, 0.130, 0.143, 0.178, 0.077, 0.130]
}


It turns out ii is the most stable, with the second structure 0.0070 hartree higher.